# 1
The following is a DFT calculation (ωB97M-V with the def2-TZVPD basis set) of C2H9N2S as an isolated structure.

```
14
Properties=species:S:1:pos:R:3:forces:R:3
S -1.8784 1.1518 0.6776 0.6 -0.3 1.1
N 0.5591 -0.8308 -1.2909 1.2 2.9 1.8
N 0.0869 -0.7420 1.1519 -0.4 -0.1 -1.0
C -0.1965 0.6017 0.7647 1.0 1.2 -3.1
C 0.2799 0.6062 -1.2732 -2.3 -0.5 2.2
H -0.1179 -1.2757 -1.8144 -1.1 -1.7 -1.6
H 1.1235 1.3179 -1.3151 -0.5 -0.8 -0.3
H 0.8735 -0.8883 1.7490 0.5 0.2 0.7
H -0.6636 0.8511 -1.9506 2.1 -0.2 1.8
H 0.5500 1.2495 1.2070 -0.3 0.5 -0.1
H -1.8745 1.2937 2.0220 -0.7 0.2 -0.2
H 0.4708 -1.1300 0.0082 -0.9 -0.1 -0.4
H -0.7302 -1.2000 1.5253 -0.2 -0.5 -0.1
H 1.5173 -1.0051 -1.4614 0.9 -0.8 -1.0
```
Positions in Å, forces in eV/Å.

Output
- relative energy (zero: lowest compared OMol25 entry of this formula, charge and spin) (kJ/mol) = 246.5
- frontier orbital gap (eV) = 10.6
- total charge = +1


# 2
The following is a DFT calculation (ωB97M-V with the def2-TZVPD basis set) of an isolated ion of composition C2H9N2S4 and charge +1.

```
17
Properties=species:S:1:pos:R:3:forces:R:3
S -1.5778 1.4587 0.2609 -0.4 -1.2 -1.1
S 1.4607 -1.6228 -0.2297 0.6 0.5 0.1
S -1.6479 -1.6554 0.1031 2.0 -1.1 -0.6
S 1.5758 1.4595 -0.3995 0.4 -1.7 -0.7
N -0.4979 -0.1080 -1.7822 0.0 3.5 1.1
N 0.5320 0.0535 1.7495 0.7 0.5 1.0
C 0.6647 0.0157 0.3612 0.7 -1.1 -1.3
C -0.7308 -0.1541 -0.2880 -0.2 2.4 -0.1
H 0.1279 0.9076 -1.8448 -1.2 -3.1 -0.3
H -1.7120 0.8142 1.4020 -0.3 0.3 0.8
H 2.6775 -1.1038 -0.4297 0.1 -0.1 -0.1
H 1.3533 0.4380 2.2310 -0.4 -0.3 -0.3
H -2.6402 -1.0006 0.5278 -2.1 1.1 0.8
H -1.4139 0.0450 -2.2211 0.4 -0.3 -0.2
H 1.4472 2.3659 0.5301 -0.6 0.6 0.8
H 0.4325 -0.9072 2.0267 -0.2 -0.3 0.7
H -0.0510 -1.0061 -1.9975 0.4 0.4 -0.7
```
Positions in Å, forces in eV/Å.

Output
- relative energy (zero: lowest compared OMol25 entry of this formula, charge and spin) (kJ/mol) = 37.8
- frontier orbital gap (eV) = 9.8
- SMILES = NC(S)(S)C([NH3+])(S)S
- total charge = +1


# 3
The following is a DFT calculation (ωB97M-V with the def2-TZVPD basis set) of a 2-piece molecular cluster, C2H9N3 overall.

```
14
Properties=species:S:1:pos:R:3:forces:R:3
N 2.6057 -1.0747 1.5571 0.1 1.2 -0.2
N -4.1500 0.3646 -0.3454 0.7 -2.9 1.2
N 1.4903 -0.5846 -0.5328 -1.8 1.0 -0.1
C -4.4529 1.4384 -0.9753 0.0 1.9 -0.7
C 2.6942 -0.4992 0.1701 2.2 -1.7 0.6
H -3.7202 2.2528 -1.0479 -0.4 0.3 -0.5
H 3.5088 -0.8394 1.9903 -0.1 -0.4 -0.1
H 3.2114 0.4742 0.1901 -0.8 0.3 0.0
H 1.3417 -1.2000 -1.2996 0.7 -0.6 -0.3
H 1.9962 -0.4222 2.0558 -0.2 -0.2 0.1
H 3.4498 -1.1410 -0.3180 -0.3 0.2 -0.1
H 0.6509 -0.6055 0.0278 0.2 0.2 0.1
H -5.4844 1.5584 -1.2941 0.0 0.4 -0.1
H -3.1415 0.2783 -0.1779 -0.3 0.3 0.1
```
Positions in Å, forces in eV/Å.

Output
- relative energy (zero: lowest compared OMol25 entry of this formula, charge and spin) (kJ/mol) = 156.3
- frontier orbital gap (spin up / spin down) (eV) = 1.6 / 8.0
- <S²> = 0.752
- 2S+1 = 2
- total charge = -1


# 4
The following is a DFT calculation (ωB97M-V with the def2-TZVPD basis set) of a 2-piece molecular cluster, C2H9N3 overall.

```
14
Properties=species:S:1:pos:R:3:forces:R:3
N -0.9958 -0.6970 1.0614 0.3 0.4 -0.8
N -1.6449 0.8434 -0.7252 0.7 0.7 0.2
N 2.4193 0.8647 -0.3524 1.5 -1.1 -2.2
C 2.3156 -0.2655 0.2038 -1.4 1.0 2.0
C -1.0835 -0.4494 -0.3782 -0.7 -0.9 -0.2
H -1.9165 -0.7263 1.4739 -0.1 0.1 0.1
H 3.0707 1.4947 0.1071 -1.1 0.5 0.9
H -1.4232 1.1707 -1.6588 0.0 -0.2 0.2
H -0.0718 -0.5950 -0.7455 -0.1 0.6 -0.4
H -1.6942 -1.2232 -0.8582 0.2 -0.4 0.3
H 1.9414 -1.1820 -0.2517 -0.2 0.3 -0.5
H -2.6382 0.8935 -0.5753 -0.2 -0.1 -0.1
H 2.2429 -0.2707 1.3141 1.2 -0.7 -0.3
H -0.5217 0.1419 1.3848 -0.2 -0.1 0.6
```
Positions in Å, forces in eV/Å.

Output
- relative energy (zero: lowest compared OMol25 entry of this formula, charge and spin) (kJ/mol) = 190.7
- frontier orbital gap (eV) = 10.3
- SMILES = C=N.NCN
- total charge = 0


Computed E, in the same sequence as the records: -16026.8518, -48533.0268, -6687.0318, -6688.5329 eV.